A cluster of 2 separate species, C2H2F2S in total, computed with wB97M-V/def2-TZVPD.

Bonds (Å) are listed after each position.
Element x y z (Å)
1 C 0.690 0.618 -1.466  C2 1.422, F3 1.356, S5 1.739
2 C 1.032 -0.752 -1.296  C1 1.422, F4 1.311, S5 1.936, H7 1.237
3 F 1.385 1.728 -1.818  C1 1.356
4 F 2.124 -1.387 -1.647  C2 1.311
5 S -0.289 -0.243 -2.616  C1 1.739, C2 1.936
6 H -0.316 -1.071 0.931  no bonds
7 H 0.552 -1.219 -0.255  C2 1.237

Output
multiplicity	1
energy relative to the best compared isomer or geometry (same formula, charge and spin)	5.6168	eV
orbital gap (spin up / spin down)	9.366 / 7.240	eV